Computed, not measured: a structure of composition C33H54F4IN6O28PS8 in a non-equilibrium geometry, with ωB97M-V/def2-TZVPD.

Summary:
Max |F| in Eh/bohr: 0.120
Lowest unoccupied orbital energy in eV: -1.682
Molar mass in u: 1473.22
E_HOMO in eV: -7.2160
Total charge: 0
Calculated total energy in Ha: -7948.6226

Positions of all 135 atoms, in Å:
I1 -0.860 -0.268 -4.954
S1 8.034 -2.829 -1.288
S2 1.247 2.813 3.917
S3 5.551 -0.190 -0.531
S4 -4.120 0.530 -3.923
S5 -0.985 -7.116 -6.304
S6 -0.687 -3.701 6.347
S7 -3.238 0.450 5.216
S8 3.089 0.532 1.160
P1 -3.729 -0.874 -2.681
F1 -1.964 -1.798 0.890
F2 -4.042 -3.683 -1.191
F3 -3.946 -1.507 0.322
F4 -1.868 -3.706 -1.677
O1 0.171 2.551 -1.977
O2 8.851 -3.771 -2.316
O3 0.392 -6.859 -6.539
O4 -2.526 0.483 6.449
O5 -1.752 -7.993 -7.119
O6 2.621 3.145 3.752
O7 8.084 -3.423 0.001
O8 -1.175 -7.565 -4.762
O9 0.400 4.179 4.010
O10 -0.706 -3.535 7.755
O11 -1.869 1.947 -1.328
O12 1.641 3.625 -4.260
O13 0.772 4.392 -1.180
O14 -4.694 -0.186 5.491
O15 -3.392 1.589 4.376
O16 -2.643 -0.752 4.322
O17 0.352 -4.883 5.984
O18 9.036 -1.565 -1.318
O19 -4.383 2.488 -1.491
O20 -3.365 -2.226 -3.656
O21 -5.233 -1.218 -2.057
O22 0.566 1.917 3.044
O23 -1.876 -3.894 5.581
O24 -5.079 0.949 -0.143
O25 1.016 2.311 5.432
O26 6.812 -2.442 -1.907
O27 0.140 -2.483 5.689
O28 -1.758 -5.699 -6.207
N1 -0.186 3.752 -1.404
N2 -4.397 6.282 0.485
N3 0.682 2.684 -6.075
N4 -0.956 -0.762 -1.938
N5 4.900 4.383 0.788
N6 4.812 2.351 -0.008
C1 -2.895 3.706 1.001
C2 5.191 4.417 -0.575
C3 -1.706 -6.475 -4.008
C4 -2.600 0.886 -0.747
C5 -2.733 -1.744 -0.297
C6 -2.569 5.042 1.783
C7 4.571 0.931 0.150
C8 1.800 1.193 -4.215
C9 0.395 3.350 6.195
C10 -1.034 1.812 -2.456
C11 -0.503 0.393 -2.853
C12 9.818 -2.979 -3.010
C13 -3.476 -1.906 4.473
C14 -3.867 5.930 1.821
C15 4.663 3.096 1.164
C16 -1.640 2.770 -3.547
C17 -2.355 -0.582 -1.329
C18 1.099 0.460 -3.032
C19 -4.873 -1.352 4.678
C20 10.235 -1.914 -2.014
C21 -4.140 1.403 -0.806
C22 1.280 -4.408 5.006
C23 0.094 -1.359 -1.081
C24 -0.412 4.148 5.189
C25 -1.882 2.559 1.233
C26 1.382 2.577 -4.785
C27 -2.511 -5.661 -4.994
C28 0.673 -0.503 0.099
C29 2.236 -0.782 0.208
C30 -2.795 -3.238 -0.756
C31 5.156 3.077 -1.132
C32 1.443 -2.931 5.310
C33 -2.327 1.086 0.816
H1 -0.319 2.537 -5.960
H2 -2.313 -6.845 -3.183
H3 10.654 -3.593 -3.337
H4 -4.204 -2.686 -3.835
H5 -3.216 0.841 1.453
H6 -2.655 -4.634 -4.662
H7 -1.136 -1.512 -2.640
H8 1.672 0.619 -2.093
H9 1.182 3.960 6.644
H10 1.094 2.059 -6.768
H11 -5.531 -2.065 5.172
H12 -3.407 -2.547 3.596
H13 -1.714 5.582 1.283
H14 -0.849 2.705 0.834
H15 5.333 2.679 -2.145
H16 -0.627 5.157 5.534
H17 -0.869 -5.894 -3.611
H18 1.345 -0.609 -3.324
H19 -5.364 5.980 0.369
H20 0.255 -0.750 1.101
H21 9.330 -2.536 -3.882
H22 -3.626 6.894 2.344
H23 -5.803 -1.391 -2.830
H24 -4.654 5.338 2.359
H25 -2.250 4.787 2.827
H26 2.023 0.550 -5.115
H27 -0.182 -2.339 -0.597
H28 -5.321 -1.042 3.730
H29 0.984 -1.769 -1.635
H30 -3.960 3.416 1.228
H31 -3.134 -2.456 5.351
H32 -3.484 -6.121 -5.187
H33 2.424 -1.799 0.654
H34 0.838 -4.562 4.017
H35 -0.951 3.606 -3.855
H36 2.219 -4.953 5.070
H37 -2.521 3.321 -3.105
H38 -2.910 3.988 -0.089
H39 -1.741 2.489 2.353
H40 -2.633 -3.873 0.160
H41 -0.228 2.926 6.980
H42 1.804 -2.369 4.450
H43 0.536 0.596 -0.062
H44 2.117 -2.773 6.156
H45 4.404 2.761 2.183
H46 2.855 1.383 -3.842
H47 -2.013 2.316 -4.487
H48 5.414 5.324 -1.167
H49 10.949 -2.309 -1.287
H50 2.718 -0.834 -0.810
H51 10.661 -1.038 -2.501
H52 -3.819 5.931 -0.275
H53 -1.485 0.483 1.229
H54 -1.349 3.641 4.942